1.
Computed, not measured: the molecule C24H26ClN3O3S at a distorted geometry, with ωB97M-V/def2-TZVPD.

Structure (XYZ):
```
58
Properties=species:S:1:pos:R:3:forces:R:3
C 3.3891 -1.0219 2.4400 0.0777 -0.0201 0.0558
H -4.8904 2.4674 0.2830 0.0148 -0.0348 -0.0346
H 2.2389 1.6411 2.8902 0.0575 0.0589 -0.0683
H -6.0496 -1.2464 -1.3652 -0.0953 -0.0340 0.0328
C 0.1834 0.3014 -2.1046 -0.2672 -0.0588 0.2753
C 3.7188 -3.4050 2.2777 -0.0202 -0.0658 0.0276
N 1.6082 0.8102 1.0902 0.0554 -0.2487 0.3321
C 2.2601 -1.2578 3.2191 0.0684 -0.0403 0.0041
C 2.5775 -3.6296 3.0280 -0.0114 -0.0838 0.0253
H 3.0020 2.2700 1.4224 -0.0266 -0.0540 0.1246
C 3.8501 0.3913 2.1270 -0.0576 0.1875 -0.0178
C -4.8821 0.5274 -1.5659 -0.3950 -0.0492 -0.7666
H -5.9834 0.5019 -5.2684 -0.0306 0.0023 -0.0869
H 5.0176 -1.9365 1.4158 0.0615 0.0323 -0.0703
C -5.7220 -0.4761 -2.0425 -0.0542 0.0483 -0.0761
O -4.1244 -2.0237 -0.2698 0.0220 0.1085 -0.3269
N -4.5008 0.4914 -0.2113 0.3259 -0.8821 0.6013
H -1.1238 0.4282 1.0167 0.0799 0.0709 0.1229
O 1.6176 2.4419 -0.4780 0.0215 0.1953 -0.1175
C 1.8550 -2.5505 3.5056 -0.0916 -0.0330 0.0684
N 4.8238 0.3863 1.0498 0.0486 0.0304 0.1119
H 3.5610 -0.6644 -0.2383 -0.0257 -0.0328 -0.0889
H 1.2484 -0.0948 1.3552 -0.0257 0.0479 -0.1933
H 6.1651 1.6341 2.0379 0.0532 0.0509 0.0256
H -6.7549 -1.2705 -3.7299 -0.0616 -0.0726 -0.0200
O -3.2845 -0.7092 1.6326 0.1182 0.3165 -0.0623
C 2.6546 1.3603 1.9168 0.2875 0.0805 0.2038
C 5.7119 1.5271 1.0532 -0.0322 -0.0599 0.0403
C 0.1115 0.6027 -0.7437 -0.1174 0.0751 -0.2291
C -4.4530 1.5275 -2.4342 0.0422 -0.0269 0.2467
H -4.0314 1.4990 1.5029 -0.0076 0.2389 -0.0225
H 5.2151 2.4717 0.7858 -0.0006 0.0477 -0.0149
H 3.7835 1.0438 -0.6931 -0.0511 0.0055 -0.0139
H 5.0907 -0.1232 -0.9396 -0.0151 -0.0183 -0.0860
H -0.7595 -0.6145 -3.7911 0.0233 -0.0295 -0.0913
C -5.6761 0.5086 -4.2337 0.0288 0.0336 -0.0659
C -4.8544 1.5153 -3.7587 -0.0272 0.0275 -0.0959
C -6.1066 -0.4859 -3.3700 0.0065 -0.0414 0.0129
H -2.7736 -1.3066 -2.4875 -0.0603 -0.0686 -0.1548
H 1.6942 -0.4340 3.6294 -0.0857 0.1281 0.0168
H 2.2587 -4.6372 3.2490 -0.0322 -0.0835 0.0146
C -1.9624 -0.7700 -2.0226 0.0160 -0.0818 -0.0513
S -3.5434 -0.8182 0.2285 0.3231 0.0394 -0.0517
H -4.5155 2.2971 -4.4220 0.0251 0.0659 -0.0483
Cl 1.5716 0.7493 -3.0097 0.1871 -0.0249 -0.2824
H -3.8049 2.3158 -2.0843 0.0776 0.0758 0.0617
H 0.9719 -2.7117 4.1061 -0.0730 -0.0203 0.0533
C -4.1137 1.7207 0.4412 0.1525 0.3404 0.3934
C -0.8441 -0.3876 -2.7404 0.0984 0.0803 0.0993
C 4.1221 -2.1133 1.9895 -0.0232 -0.0073 0.0018
C 1.1922 1.3884 -0.0524 -0.2156 -0.1501 0.0399
H 4.3865 0.7544 3.0149 -0.0814 0.0202 -0.1076
C -1.0185 0.2092 -0.0352 0.1449 0.0314 0.0169
C 4.2744 0.1570 -0.2723 0.0845 -0.0179 -0.0574
H 4.3011 -4.2399 1.9165 0.0450 -0.0696 -0.0366
H -3.1530 2.1116 0.0862 -0.0331 0.0655 -0.0171
H 6.5042 1.3466 0.3272 0.0589 0.0826 -0.0209
C -2.0346 -0.4703 -0.6741 -0.5876 -0.1780 0.3682
```
Positions in Å, forces in eV/Å.

Results
- calculated total energy (eV) = -59280.492
- M (Da) = 472.01
- structure (SMILES) = CN(C)[C@@H](CNC(=O)c1cc(S(=O)(=O)N(C)c2ccccc2)ccc1Cl)c1ccccc1
- HOMO energy (eV) = -8.516
- Kohn-Sham gap (Eh) = 0.324

---

2.
Computed, not measured: a structure of composition C24H26ClN3O4 at a distorted geometry, with ωB97M-V/def2-TZVPD.

Structure (XYZ):
```
58
Properties=species:S:1:pos:R:3:forces:R:3
C -0.4919 1.0110 -2.3236 2.6142 -9.3813 5.9386
C -1.0170 -1.0630 0.9549 -0.8509 3.2474 -0.0297
H -2.8972 -5.0809 -0.1270 -0.2083 -0.3765 -1.5193
N 0.7470 0.9258 -1.5832 -7.6106 16.1013 -0.5418
H 2.8069 1.5889 -0.1962 0.3780 9.7721 3.7225
C 2.8510 0.7287 -0.4834 -1.7739 -7.5622 -4.7664
O -0.8406 -0.2362 -2.3557 -1.8508 3.7729 -2.6891
H -0.8164 -2.9159 0.0897 -0.7927 -1.3867 -0.1072
H -4.3343 -5.4055 -1.4332 1.7490 0.7398 1.3475
C -0.9494 3.5122 -0.2664 3.6245 -1.3037 -8.1386
C 1.6779 -1.1543 -1.5654 9.4627 3.6096 4.1641
H 5.1500 -2.4456 0.6947 0.8449 -0.6318 10.1067
H -5.0070 -4.3300 0.6045 1.5078 1.6218 -1.5639
C -3.5362 -2.5806 0.5596 -4.8696 -4.1536 1.6471
N -0.8840 1.3798 1.6562 14.1740 -1.2785 4.7781
C 1.5499 -1.4274 1.8345 5.4728 -4.2186 1.6366
H -2.7742 -3.1286 1.1099 -0.1509 0.2437 0.6425
C -2.5987 2.8816 1.5921 2.9593 -1.3816 -4.5227
H -2.0255 4.7561 0.8051 -3.6790 5.2883 -0.8584
O -1.8715 2.7742 -0.9063 2.3476 -1.1384 -2.6070
C -4.3524 -3.7023 -0.2131 -2.6643 0.9462 4.8877
C -1.9557 1.3387 1.2493 -9.5828 12.6489 1.8555
O 0.1401 3.7512 -0.8671 -1.7969 -0.7539 2.1338
C -2.8179 0.6054 0.7503 -10.0995 -10.4514 -8.6903
C 5.0701 -2.1811 -0.1790 -4.1682 -3.4177 -7.7966
H -5.1089 -3.2495 -0.7929 -0.8345 0.7630 -0.8943
H 5.9472 -1.9381 -0.5844 3.4738 1.0149 -1.5833
H 1.5055 -3.5597 1.1361 -1.9766 3.5416 -0.7612
H 0.7966 2.1546 -1.1082 0.0366 -3.7711 -1.8112
C -1.4048 4.0284 0.8626 -6.3488 -5.5826 3.0311
H -2.3054 1.8994 -2.6551 0.6693 0.3137 -0.1684
N -2.2039 -0.8704 0.3028 6.1962 10.1363 7.4843
C 1.0658 -0.2635 2.0849 -3.1127 7.1575 0.5358
H -0.8442 2.8086 -2.8358 2.3039 5.1639 -3.1028
C 1.7910 0.3690 -1.2909 4.5856 -11.5357 0.7660
C -1.3329 2.2295 -2.2418 -5.2581 -3.6848 2.9390
C -0.4315 -2.3441 0.8908 0.9753 1.3751 -1.7114
H 1.0177 -1.5748 -2.1015 -5.2790 -2.4828 -3.6388
C 2.8511 -1.9781 -1.2681 -3.8258 10.2631 0.8441
H 2.6668 -1.7631 2.3724 -3.3099 1.2793 -1.8817
H -0.7837 4.1031 1.5513 5.9320 1.2698 5.8940
H -4.3413 -2.0776 1.1989 1.6324 -0.4761 -0.4200
C 0.8948 -2.4240 1.1126 1.9386 -4.7571 2.0684
C -2.9368 -1.6894 -0.3434 -10.0558 4.1717 1.7388
C 3.9004 -1.3764 -0.6336 1.8804 -8.8411 -1.0954
C 3.8299 -0.1812 -0.3000 1.4422 8.0559 3.9711
H 1.6868 0.5165 2.6030 -0.7039 -0.8891 -0.3331
H 2.6961 -2.8368 -1.5807 -0.2624 -8.4510 -2.3842
O -4.0051 0.7195 0.2599 3.7289 0.5255 2.3113
Cl 5.1251 0.4040 0.7879 -0.0887 0.4114 -0.1193
H -2.7847 3.0943 2.5909 -0.1038 0.2864 1.7507
H -2.4548 -2.0630 -0.9865 6.7276 -5.9082 -9.2683
H -3.4227 2.7844 0.9504 -1.6382 1.1840 -0.4407
C -3.5834 -4.6632 -0.9140 0.8523 -2.3985 -3.1193
H -3.7186 -1.0348 -0.9116 0.9007 -1.0934 0.9480
C -0.3119 0.2356 1.6087 4.1203 -9.1944 -0.6814
H 4.8787 -3.3608 -0.3551 0.2537 2.1951 -1.2587
H -3.0885 -4.2075 -1.8358 0.1118 -0.5986 1.3613
```
Positions in Å, forces in eV/Å.

Results
- calculated total energy (eV) = -50471.894
- M (Da) = 455.94
- HOMO energy (eV) = -7.851
- Kohn-Sham gap (Eh) = 0.251

---

3.
Computed, not measured: a structure of composition C24H26ClN3OPdS5Sb at a distorted geometry, with ωB97M-V/def2-TZVPD.

Structure (XYZ):
```
62
Properties=species:S:1:pos:R:3:forces:R:3
H -2.5622 0.7812 2.7381 0.0192 -0.0080 -0.0100
O 2.4210 -1.7801 -1.2795 -0.0066 -0.1675 0.0355
C 2.4590 -4.9997 2.0012 -0.3140 -0.3606 0.0263
S 2.4832 -4.1205 0.4812 0.0204 -0.1889 0.1787
H 2.8788 -3.0491 -2.8049 0.0030 0.0202 0.0147
C 0.9102 3.5965 1.1521 -0.0092 0.0887 -0.0174
N -0.9129 2.0656 1.2503 0.5286 0.0286 0.0806
H -5.0072 -0.2478 0.6079 0.0114 0.0095 0.0023
N -0.2946 -0.1321 -1.9742 0.1504 -0.2292 0.1167
C -4.3750 -0.4098 -0.2668 -0.0271 0.0365 -0.0269
Sb -0.2856 2.9122 -1.6090 0.2576 0.0984 -0.1024
N -2.7289 1.2442 -0.9323 0.2141 -0.1885 0.0263
H -6.0345 1.4033 -1.4437 -0.0001 0.0055 -0.0041
C 1.1200 -0.1279 -4.3562 -0.0249 -0.0371 0.0577
C 0.2590 0.9972 -2.4313 -0.0059 0.0017 -0.1177
S 2.9818 -1.1695 0.1370 0.0905 0.2426 -0.1819
H 1.5392 4.4186 3.0377 0.0093 -0.0099 -0.0048
H 0.9767 -0.4071 2.0604 0.0354 -0.0824 -0.0325
C -2.3640 2.3997 -1.5051 -0.1144 0.0730 -0.0726
C -4.0157 0.8958 -0.9165 0.0053 -0.0888 0.0823
H 5.6715 -1.8347 3.5907 -0.0152 -0.0003 -0.0013
C -4.6308 2.9087 -2.0590 0.0551 -0.0043 0.0126
C -0.1814 -1.2574 -2.6906 0.0671 0.0741 -0.0032
H 5.4729 -0.9036 2.0767 -0.0062 -0.0105 0.0104
C -0.8345 -2.4897 -2.1465 -0.0032 0.0020 -0.0362
H -4.9330 -1.0468 -0.9544 0.0045 0.0112 -0.0057
C 0.9938 1.0354 -3.6058 0.0283 -0.0164 -0.0922
H -0.6229 -0.3147 2.9302 0.0234 0.0374 0.0327
C -4.9991 1.7158 -1.4749 0.0842 -0.0051 -0.0074
H -3.0307 2.3726 3.3141 0.0192 0.0124 0.0246
H -0.3086 3.3321 4.2917 -0.0085 -0.0204 -0.0074
C -2.2050 1.6580 3.2751 -0.0325 -0.0045 0.0127
S 2.8206 -4.0028 3.3776 0.0288 -0.1486 -0.1596
H 1.6732 -0.1251 -5.2865 0.0002 -0.0015 -0.0033
Cl -0.5300 -2.1838 1.4975 0.0980 0.0992 0.0683
H 0.5552 -2.1983 -4.4723 0.0060 0.0059 -0.0040
H 1.4354 1.9621 -3.9497 -0.0065 0.0043 0.0121
H 3.7966 -1.5199 -2.8216 0.0080 -0.0136 0.0487
C 2.8785 -2.5807 1.1667 -0.1331 0.1481 -0.0360
Pd -0.9477 0.1359 0.3969 -1.0261 0.4521 0.3085
C 0.5060 -1.2788 -3.9044 -0.0085 0.0649 0.0544
H -2.9605 4.1845 -2.5387 0.0098 -0.0012 0.0083
C 5.2083 -0.9656 3.1299 0.0815 0.0249 0.0252
S 2.0523 -6.5822 2.0743 0.1856 0.3595 -0.0123
C 3.0369 -2.5116 2.4968 0.0319 0.0268 0.0080
C -3.2824 3.2595 -2.0782 -0.1363 -0.0181 -0.0185
H -3.4751 -0.9380 0.0458 0.0102 -0.0194 0.0118
H -0.5893 -3.3678 -2.7412 -0.0049 0.0186 -0.0137
H 1.6475 4.1296 0.5665 -0.0097 0.0083 -0.0097
S 3.4103 -1.0225 3.3421 0.0036 0.0509 -0.0059
C 0.0065 2.7539 0.5317 -0.2028 -0.0504 0.0875
H -5.3738 3.5605 -2.4999 -0.0015 -0.0059 0.0056
C -0.1798 3.1557 3.2323 -0.0243 0.0398 -0.0646
H -1.9547 1.3895 4.3011 0.0042 -0.0125 -0.0220
C -0.0993 -0.5473 2.0101 0.0683 -0.3628 -0.2876
H -0.5082 -2.6617 -1.1233 0.0238 -0.0289 -0.0079
C 0.8370 3.7713 2.5284 -0.0151 0.0054 0.0271
C 3.4011 -2.3174 -2.1907 0.0257 0.1042 0.0140
H -1.9204 -2.3709 -2.1429 0.0095 0.0159 0.0275
H 4.2130 -2.8037 -1.6511 -0.0012 -0.0149 0.0008
H 5.5507 -0.0668 3.6412 -0.0111 -0.0111 -0.0102
C -1.0482 2.2960 2.5681 -0.0728 -0.0595 -0.0430
```
Positions in Å, forces in eV/Å.

Results
- calculated total energy (eV) = -108536.013
- M (Da) = 796.46
- total charge = +1
- HOMO energy (eV) = -9.979
- Kohn-Sham gap (Eh) = 0.248

---

4.
Computed, not measured: a structure of composition C24H26IrN4S2Si at a distorted geometry, with ωB97M-V/def2-TZVPD.

Structure (XYZ):
```
58
Properties=species:S:1:pos:R:3:forces:R:3
N 2.0878 -0.1863 -1.2352 1.8182 -0.9702 1.1404
H -2.7249 0.3467 -1.1530 0.3666 -0.1403 -0.3237
C -2.1340 -2.0317 -3.5352 -0.5115 -0.0777 -0.3771
H 4.4627 -1.5436 0.5319 -0.1704 0.0564 0.1260
H -1.3222 -6.8011 1.1532 0.5186 0.2716 0.0035
N 3.4893 -1.3464 0.3366 0.6954 0.5371 -0.8322
H 1.2546 2.3111 -4.5691 -0.2752 0.2704 -0.3094
H 3.7025 1.3685 -3.6988 0.3735 -0.3556 0.3167
C -0.8037 -1.3455 1.2156 -0.9598 -0.1424 0.9793
N -0.1763 0.6185 -2.0958 -1.8477 0.5054 -0.7963
C -1.3574 1.1362 -2.4959 1.6822 -0.9637 0.2305
H -1.2280 -2.3435 1.2005 0.0845 0.2923 0.2239
H 0.6658 -1.8660 -2.2017 0.2797 0.5061 0.1159
C -4.4184 -2.3523 -1.9384 0.2288 0.3062 -0.4319
C -0.5630 -6.0368 0.9424 -0.0784 0.4309 -0.0455
H 2.6348 -5.0945 1.7703 -0.3098 -0.0130 -0.2384
C 3.2821 -0.5484 -0.7531 -1.4544 0.2311 -1.3561
H -3.4738 -1.8531 -5.2150 -0.0807 -0.0225 0.5437
C 0.5345 1.8487 -3.9216 -0.2622 1.6057 -2.1112
C 0.8997 0.9899 -2.8986 2.1195 -2.5290 3.4578
S 4.5746 -0.0552 -1.8293 0.2977 0.0119 0.3562
H -1.2357 -1.7943 -4.1143 -0.2353 -0.3800 -0.0009
H -3.3544 1.4431 -2.3368 0.2549 -0.2981 0.0420
C 1.6623 -5.0667 1.2717 -0.7157 0.0886 -0.2383
H 1.0211 -5.0172 -3.4491 0.1258 0.6392 -0.0485
Si -0.3403 -2.7171 -1.5133 -1.6209 0.2900 1.9567
C -3.1487 -2.4005 -1.3608 -0.9024 -0.2619 -0.0290
H 2.9231 -1.1740 1.1431 -0.3573 -0.0264 0.2117
C 1.1193 -3.9416 -3.1886 -0.5593 -1.2714 -1.0192
H -2.5672 -0.0730 0.7065 0.4412 -0.0135 0.0545
Ir 0.2308 -0.6269 -0.5394 0.6830 2.4080 1.1104
C 0.7125 -6.0694 1.5287 0.0044 -0.1168 -0.0046
H 1.1874 -1.7435 2.0951 -0.1926 0.3717 -0.1801
H 1.3146 -3.3149 -4.0673 -0.0256 -0.2137 0.2093
C 0.6374 0.4201 1.5918 -1.2259 0.8594 0.3109
C -2.0200 -2.3470 -2.1743 1.1755 -0.1239 0.2824
C -3.3912 -2.0187 -4.1324 0.0847 0.4220 0.1470
C 3.4542 0.7500 -2.8403 0.8530 0.6904 -1.3542
H 1.5344 0.9749 1.8943 -0.5408 -0.1365 -0.3441
H 1.9133 -3.8489 -2.4433 -0.4514 0.2287 0.0765
C 1.3228 -4.0198 0.3972 0.2797 -0.3904 0.4231
H -0.9006 2.0150 1.0718 0.4055 -0.4584 -0.0821
C -4.5356 -2.1846 -3.3352 -0.0598 -0.1554 0.2657
H -5.2990 -2.4259 -1.2995 0.1250 0.0315 -0.2830
C 2.1627 0.5407 -2.4303 -3.2206 0.5595 0.1938
C 0.0582 -3.9958 -0.2098 -0.1599 0.2642 -0.5650
H -5.5178 -2.1727 -3.8069 0.2168 -0.0322 0.1795
N -2.5674 0.9097 -1.9807 0.2766 0.7462 -0.2839
H 0.9639 -6.8956 2.1983 -0.0487 0.2987 -0.1992
H 0.0123 -3.6439 -2.8165 1.9449 -1.4696 -1.5114
C -0.6193 0.9618 1.1646 1.4794 0.4531 0.9958
H 2.0399 -3.2082 0.2081 -0.3494 -0.5420 -0.0038
C -0.8917 -4.9830 0.0838 0.2812 -0.1820 0.1595
C 0.5087 -1.0121 1.6530 0.1140 -0.6547 -0.2100
S -1.1439 2.1445 -3.9261 -0.4626 0.4750 -0.4760
C -1.4962 -0.1273 0.9076 -0.1782 -1.3172 -0.3597
H -1.8765 -4.8904 -0.3821 0.2269 -0.3482 0.1675
H -3.0282 -2.4688 -0.2769 -0.1805 -0.2442 -0.2652
```
Positions in Å, forces in eV/Å.

Results
- calculated total energy (eV) = -63644.947
- spin multiplicity = 5
- M (Da) = 654.94
- total charge = +1
- HOMO energy (spin up / spin down) (eV) = -6.481 / -10.841
- Kohn-Sham gap (spin up / spin down) (Eh) = 0.147 / 0.197